A gas-phase ion, C14H13N2O8S2 (charge -1), computed with ωB97M-V/def2-TZVPD.

Summary:
**Energy above the lowest of the compared OMol25 structures with the same formula, charge and spin**: 1.436 eV
**DFT total energy**: -2048.88756 Eh
**Total charge**: -1

Cartesian coordinates (Å):
1 C 3.5167 -3.0932 1.6013
2 C 2.7329 -2.4227 0.5471
3 O 1.9728 -1.2394 1.0510
4 C 0.7884 -1.0624 0.3537
5 C 0.3934 0.4754 0.2181
6 S -1.3759 0.8691 0.1416
7 C -2.3316 -0.5255 0.7180
8 C -2.6713 -1.4736 -0.2377
9 C -3.7317 -2.3329 -0.0129
10 C -4.3769 -2.3317 1.2349
11 C -3.8920 -1.5072 2.2770
12 C -2.8439 -0.6160 2.0256
13 O -1.6886 1.9421 1.0743
14 O -1.7144 0.9793 -1.2599
15 O 0.0878 -1.9561 -0.0619
16 H 4.3434 -3.5620 1.1060
17 H 3.9446 -2.4315 2.3464
18 H 2.9281 -3.8379 2.0810
19 H 3.4076 -2.0216 -0.1866
20 H 2.0283 -3.0801 0.0136
21 H 0.6026 0.9747 1.2081
22 H -2.1547 -1.4639 -1.1948
23 H -4.0511 -2.9681 -0.8366
24 H -5.2263 -2.9993 1.4162
25 H -4.3637 -1.5137 3.2713
26 H -2.4428 0.0508 2.8001
27 O 1.3305 6.1931 -0.9020
28 N 1.5069 5.0975 -0.3731
29 O 1.9940 5.0011 0.7999
30 C 1.2474 3.8110 -0.8954
31 C 0.7380 3.3311 -2.1153
32 C 0.9687 1.9299 -2.1390
33 N 0.8906 1.3180 -3.4463
34 O 1.2043 0.1139 -3.6478
35 O 0.5447 2.1284 -4.3700
36 C 1.3777 1.2794 -0.8489
37 S 2.0056 2.6164 0.1175
38 H 0.3158 3.9741 -2.8858
39 H 1.9942 0.3537 -0.9891

A molecular structure, C14H13N7O4S, computed with ωB97M-V/def2-TZVPD.

Summary:
**DFT total energy**: -1623.23505 Eh
**Total charge**: 0

Cartesian coordinates (Å):
1 C -0.7927 3.8593 1.9370
2 N -1.1138 2.6349 1.1119
3 C -0.3623 2.2959 -0.0407
4 N 0.5673 3.3009 -0.4122
5 C 1.0824 3.0310 -1.4584
6 N 1.1378 1.9075 -2.1338
7 C 0.2568 1.2046 -1.5823
8 N -0.7165 1.3292 -0.7581
9 N -0.1837 -0.1113 -2.4389
10 C 0.6106 -0.5482 -3.2978
11 N 1.3896 -0.9559 -4.3991
12 C -1.1909 -0.9631 -2.0057
13 N -1.0558 -1.4150 -0.4286
14 C 0.1846 -2.4793 -0.3314
15 O 0.8254 -2.7270 -1.1761
16 C 0.1273 -2.8727 1.1293
17 C -1.1330 -2.4544 1.9414
18 C -1.3144 -2.8949 3.1179
19 C -0.5349 -4.0136 3.5834
20 C 0.7554 -4.3092 2.9524
21 C 0.8213 -3.8161 1.5942
22 H 1.9585 -4.1470 1.0503
23 H 1.3939 -5.0726 3.3538
24 H -0.4942 -4.2059 4.6510
25 H -2.3890 -2.7049 3.3471
26 S -2.0014 -1.4124 0.8094
27 O -2.0008 0.0566 1.5374
28 O -3.2278 -1.9004 0.2136
29 H -1.9920 -0.3325 -1.6907
30 H -1.2604 -1.8291 -2.4549
31 O 2.2250 3.7129 -2.0337
32 C 2.8523 3.4307 -3.1428
33 H 2.3293 3.2249 -3.9466
34 H 3.6190 4.2810 -3.1905
35 H 3.4608 2.5089 -2.8751
36 H -1.5694 1.8492 1.2242
37 H -1.9482 4.4053 1.9442
38 H -0.2171 3.5934 2.9584
39 H -0.0989 4.5391 1.3406

A single C14H13NO4 molecule, computed with ωB97M-V/def2-TZVPD.

Summary:
**Energy above the lowest of the compared OMol25 structures with the same formula, charge and spin**: 0.000 eV
**DFT total energy**: -897.04239 Eh
**Total charge**: 0
**Structure (SMILES)**: O=C(O)C(=O)Nc1ccc2c3c1C(=O)C[C@@H]3CCC2

Cartesian coordinates (Å):
1 O -5.1303 0.5495 1.1564
2 C -4.8103 -0.3860 1.9038
3 O -5.7423 -0.9690 2.6804
4 C -3.3596 -0.8465 1.8974
5 O -2.9854 -1.8802 2.4846
6 N -2.3807 -0.1289 1.2503
7 C -1.0774 -0.4751 0.9017
8 C -0.3252 -1.5505 1.3521
9 C 1.0191 -1.7094 1.0223
10 C 1.6724 -0.8417 0.1392
11 C 0.9000 0.1708 -0.3719
12 C -0.4360 0.2971 -0.0700
13 C -0.9060 1.3710 -0.8722
14 O -2.0425 1.8077 -0.8637
15 C 0.1809 1.8252 -1.8454
16 C 1.4452 1.2829 -1.2373
17 C 2.6994 0.8854 -1.9989
18 C 3.6721 0.2391 -1.0045
19 C 3.0822 -1.0575 -0.3482
20 H -6.5424 -0.4591 2.4793
21 H -2.7298 0.6613 0.7244
22 H -0.7331 -2.2416 2.0313
23 H 1.5368 -2.5800 1.4669
24 H 0.1993 2.8934 -1.8931
25 H 0.0167 1.3889 -2.8248
26 H 1.7983 2.0620 -0.5375
27 H 2.4067 0.2107 -2.8054
28 H 3.1917 1.7712 -2.4439
29 H 4.6053 -0.0215 -1.5222
30 H 3.9562 0.8961 -0.1947
31 H 3.7304 -1.3198 0.4785
32 H 3.0883 -1.8451 -1.1348

A single C14H13P molecule, computed with ωB97M-V/def2-TZVPD.

Summary:
**Energy above the lowest of the compared OMol25 structures with the same formula, charge and spin**: 2.747 eV
**DFT total energy**: -882.46020 Eh
**Total charge**: 0

Cartesian coordinates (Å):
1 C 3.7714 -0.6603 0.7404
2 C 3.2189 0.5169 1.2234
3 C 2.9530 -1.5972 0.1947
4 C 1.9493 0.8700 1.1213
5 C 0.6956 -2.2298 -0.5429
6 C -0.6445 -1.9600 -0.7515
7 C 1.5686 -1.2497 -0.0192
8 C 1.0627 -0.0547 0.4911
9 C -1.1629 -0.7881 -0.1489
10 C -0.3213 0.1673 0.5586
11 C -2.4674 -0.3298 -0.2977
12 C -3.6255 -0.3287 0.1436
13 C -1.0036 1.4457 0.8192
14 C -1.9538 1.2648 -1.8411
15 P -0.8389 2.3295 -0.9217
16 H 4.9214 -0.8216 0.7304
17 H 3.9105 1.2630 1.7677
18 H 3.1703 -2.5551 -0.2698
19 H 1.4324 1.7937 1.5049
20 H 1.1212 -3.1134 -0.8767
21 H -1.2728 -2.5727 -1.4227
22 H -4.4497 0.2627 -0.1556
23 H -3.9362 -0.9476 0.9486
24 H -2.0499 1.3269 1.0531
25 H -0.5392 2.2080 1.4058
26 H -1.2181 0.6339 -2.5110
27 H -2.7296 1.7175 -2.4674
28 H -1.5619 3.4089 -0.4766

A molecular structure, C14H14AuN3O8P2, computed with ωB97M-V/def2-TZVPD.

Summary:
**Energy above the lowest of the compared OMol25 structures with the same formula, charge and spin**: 1.440 eV
**DFT total energy**: -2126.64855 Eh
**Total charge**: 0

Cartesian coordinates (Å):
1 Au -1.2504 0.5157 -0.9853
2 C -0.1288 -1.7895 2.8995
3 C -0.7550 -1.0960 1.7239
4 N -0.2339 -1.0323 0.5640
5 N 0.8464 -1.5703 0.0856
6 C 0.9376 -1.4084 -1.2438
7 O -0.0174 -0.9591 -1.9533
8 C 2.2206 -1.7754 -1.8609
9 C 2.5403 -1.2592 -3.1147
10 C 3.7907 -1.5031 -3.6569
11 C 4.7116 -2.2760 -2.9650
12 C 4.3754 -2.8283 -1.7348
13 C 3.1366 -2.5714 -1.1758
14 C -2.0770 -0.4752 1.8006
15 C -2.7287 -0.2742 3.0109
16 C -3.9894 0.2890 3.0140
17 C -4.5966 0.6031 1.8083
18 C -3.8994 0.3862 0.6401
19 N -2.6739 -0.1392 0.6324
20 H 0.7455 -2.3437 2.5699
21 H -0.8403 -2.4738 3.3649
22 H 0.1801 -1.0521 3.6436
23 H 1.8052 -0.6538 -3.6284
24 H 4.0512 -1.0873 -4.6214
25 H 5.6980 -2.4465 -3.3768
26 H 5.0804 -3.4562 -1.2061
27 H 2.8634 -2.9747 -0.2118
28 H -2.2263 -0.5181 3.9343
29 H -4.4911 0.4894 3.9508
30 H -5.5826 1.0428 1.7786
31 H -4.3306 0.6235 -0.3216
32 O -1.6560 4.5894 0.1585
33 P -1.5414 3.0480 0.5326
34 O -1.9742 2.7261 1.8977
35 O -2.2711 2.2654 -0.6071
36 O 0.0244 2.7805 0.3592
37 P 0.7942 2.8093 -1.1002
38 O 2.1818 2.1415 -0.6476
39 O 0.9550 4.1527 -1.6491
40 O 0.0928 1.7551 -1.9726
41 H -2.5769 4.8861 0.1387
42 H 2.8097 2.8599 -0.4747

A molecular structure, C14H14Cl2N2O4Pt, computed with ωB97M-V/def2-TZVPD.

Summary:
**DFT total energy**: -1991.48455 Eh
**Total charge**: +2
**Spin multiplicity**: 3

Cartesian coordinates (Å):
1 Pt -14.2346 -1.4961 6.6142
2 O -15.8405 -0.2917 2.8070
3 C -15.4652 -0.6852 3.9710
4 O -14.5206 -1.3998 4.2454
5 C -16.3826 -0.1273 5.0371
6 C -17.4512 0.6954 4.7512
7 C -18.1200 1.2641 5.8409
8 C -17.7058 0.9698 7.1367
9 C -16.6000 0.1642 7.3212
10 N -15.9567 -0.3492 6.2721
11 C -16.0067 -0.1536 8.6798
12 O -16.5335 0.3619 9.7410
13 O -15.0761 -0.9218 8.7777
14 H -15.3691 -0.7083 2.0667
15 H -17.7507 0.9053 3.7345
16 H -18.9392 1.9238 5.6614
17 H -18.2351 1.4848 7.9515
18 H -17.2925 0.9621 9.5258
19 Cl -10.2935 -1.7312 6.6414
20 C -10.7126 -0.2236 7.3339
21 Cl -12.2435 0.4602 6.7043
22 H -9.9899 0.5524 7.1297
23 H -10.8796 -0.3694 8.3897
24 C -13.9821 -7.8035 7.4601
25 C -14.0028 -6.3329 7.3199
26 C -14.1791 -5.4699 8.4036
27 C -14.3184 -4.0996 8.2011
28 N -14.2220 -3.5817 6.9762
29 C -13.9792 -4.3851 5.9082
30 C -13.8835 -5.7592 6.0582
31 H -14.3350 -8.1211 8.4523
32 H -12.9486 -8.1021 7.2326
33 H -14.6001 -8.2451 6.7272
34 H -14.1868 -5.8992 9.4280
35 H -14.4824 -3.3934 9.0209
36 H -13.9388 -3.8782 4.9693
37 H -13.6508 -6.3601 5.1902